Below is 3 unconnected molecules or ions with the total composition C17H35NO8PS2, with properties calculated with wB97M-V/def2-TZVPD.

Summary:
**Multiplicity**: 2
**Charge**: 0
**LUMO level (alpha / beta)**: 0.269 / -0.131 eV
**Energy**: -67019.1720 eV
**HOMO-LUMO gap (alpha / beta)**: 8.76 / 8.36 eV

Last column: Mulliken spin population.
Cartesian coordinates (Å):
S -1.0313 2.8132 -0.1506  0.00
S -4.4500 2.8009 3.3118  0.00
P 1.7190 -5.5443 -1.8092  0.00
O -3.8919 1.6320 2.6650  0.00
O 0.0866 -5.2853 -1.2612  0.00
O -3.7037 3.5845 4.2759  0.00
O -0.9591 1.4468 -0.6283  0.00
O 3.4834 -0.3547 -2.4267  0.61
O 2.2151 -4.6387 -4.3341  0.00
O -1.9657 3.7759 -0.6950  0.00
O 2.8162 -5.8781 -0.5014  0.00
N 3.1582 -1.3534 -1.5658  0.33
C -6.0340 2.3614 4.0116  0.00
C 0.1280 3.3358 2.1808  0.00
C 0.6022 3.5239 -0.1961  0.00
C 0.7258 4.2660 1.1263  0.00
C 1.0446 -2.3193 -0.2644  0.01
C 2.3054 -4.1101 -2.9309  -0.01
C 5.5923 -1.7982 -2.0601  0.00
C -6.5193 3.4277 1.8442  0.00
C 4.4750 -3.1510 -0.1078  0.01
C -7.0795 3.1664 3.2415  0.00
C -1.1943 2.8062 1.6284  0.00
C 1.3496 -2.7795 -2.9021  0.03
C 0.8742 -0.3503 -2.0035  -0.03
C 1.7147 -1.7605 -1.6730  0.01
C -5.0859 3.8922 2.0547  0.00
C 3.8577 -3.6501 -2.7287  0.03
C 4.1358 -2.4957 -1.6096  0.01
H 0.1941 -3.0402 -2.9667  0.00
H -5.0564 4.9118 2.4505  0.00
H 1.4397 -3.3684 0.0695  0.00
H 0.9802 -0.0293 -3.1238  0.00
H 4.2266 -3.2216 -3.7798  0.00
H -0.0204 3.8491 3.1359  0.00
H 4.4983 -4.6291 -2.5507  0.00
H 1.0791 -1.5155 0.6145  -0.01
H 0.1515 5.1994 1.0885  0.00
H -8.0357 2.6354 3.2014  0.00
H -7.2556 4.1228 3.7486  0.00
H -2.0297 3.4595 1.8948  0.00
H 0.7021 4.1759 -1.0655  0.00
H -0.1145 -2.4618 -0.5019  0.00
H 6.4295 -2.6152 -1.8296  0.00
H 1.7665 4.5179 1.3501  0.00
H 5.6407 -1.5981 -3.2250  0.00
H -4.4744 3.8208 1.1536  0.00
H -1.3942 1.7877 1.9708  0.00
H 3.5454 -3.1880 0.5990  0.00
H 0.8143 2.4993 2.3603  0.00
H -0.2588 -0.6166 -1.7634  0.00
H 2.5322 -5.3684 0.3376  0.00
H -6.5315 2.4990 1.2613  0.00
H 0.0351 -5.1997 -0.2630  0.00
H -7.1084 4.1743 1.3036  0.00
H 1.3229 2.7029 -0.2557  0.00
H -6.1775 1.2859 3.8763  0.00
H 5.8375 -0.8576 -1.4057  0.00
H 1.8905 -5.5954 -4.2563  0.00
H 1.1821 0.4912 -1.2447  0.01
H 5.0136 -4.1795 -0.2742  0.00
H 1.5828 -2.1824 -3.9091  0.00
H -6.0413 2.6071 5.0765  0.00
H 5.2646 -2.4367 0.4304  0.00

=====

Below is a molecular structure, C23H59AlBN4O8, with properties calculated with wB97M-V/def2-TZVPD.

Summary:
**Charge**: -1
**LUMO level**: 2.160 eV
**Energy**: -54419.8571 eV
**HOMO-LUMO gap**: 5.91 eV

Last column: Mulliken charge in e.
Cartesian coordinates (Å):
Al -2.3538 -1.4998 3.9225  0.29
O 0.0655 0.3976 4.5402  -0.64
O 1.4112 1.3890 -3.0191  -0.05
O -4.3115 -0.5627 -4.3119  -0.36
O -1.9937 1.4364 5.1328  -0.65
O -2.0197 -1.9182 -0.4878  -0.14
O 2.8112 -4.4258 -1.1161  -0.33
O 2.2357 -0.2184 0.6935  -0.45
O 3.8438 4.5826 -5.2496  -0.35
N 2.6484 -3.1923 1.5638  -0.33
N -2.6574 0.6348 -2.1763  -0.34
N -4.0301 -1.6327 4.8059  -0.47
N 1.7279 4.4739 -3.2025  -0.29
C -2.2357 0.4201 -3.5491  0.08
C 2.3090 -0.7360 -0.6140  0.10
C 1.4159 -0.9574 1.5991  0.56
C 3.1171 4.8204 -2.9585  -0.17
C 2.4122 1.3520 -4.0106  -0.83
C 0.9762 -0.1847 6.7262  -1.03
C -3.2809 -1.2274 7.1495  -0.80
C 2.1452 -2.0624 2.3429  -0.95
C 1.1058 3.6707 -2.1558  -1.35
C -1.0836 -1.0136 -1.0238  1.19
C 4.2055 -4.5899 -1.1896  -0.78
C -2.8488 -2.6056 -1.3888  -0.75
C -3.4128 0.5248 -4.4896  -0.88
C 0.9093 0.8360 5.5899  -0.28
C -5.6065 -0.5298 6.3336  -1.21
C 1.6453 2.2667 -1.9337  -0.37
C -4.2650 -1.1830 5.9719  0.73
C -5.5791 -0.1990 -3.8159  -0.74
C -1.6150 0.4040 -1.1803  -0.63
C 1.6057 -3.9930 0.9408  0.27
C 3.0465 4.8885 -6.3703  -0.74
C 3.7172 5.4975 -4.1680  -0.81
C 2.2069 -5.0312 0.0251  -0.87
B -1.3393 0.3147 4.6128  0.34
H -5.8793 -0.6394 7.3950  0.33
H -1.3690 -2.7725 4.3319  -0.33
H 1.1771 4.2172 -1.2100  0.46
H 2.7109 2.2685 -1.6704  0.62
H 3.1652 5.5081 -2.1084  0.37
H -2.0047 0.7153 -0.2093  0.49
H 0.8473 -1.1981 6.3169  0.31
H 2.9508 -5.6242 0.5678  0.43
H -5.5261 0.2248 -2.8073  0.31
H 1.0539 -0.2526 2.3490  0.04
H 1.9463 -0.1228 7.2438  0.38
H 2.2494 2.0851 -4.8084  0.21
H -3.4419 0.0281 -1.9752  0.25
H -3.4431 -0.4084 7.8698  0.27
H -5.5033 0.5519 6.1320  0.23
H 0.1867 -0.0265 7.4767  0.25
H 1.6706 3.9709 -4.0798  0.13
H -2.5719 -1.4258 2.3181  -0.12
H 0.5344 -1.3377 1.0720  -0.24
H 1.9751 4.8368 -6.1461  0.31
H 3.1209 -1.4606 -0.7472  0.39
H 2.4928 0.1007 -1.2913  -0.22
H -3.9350 1.4738 -4.3273  0.44
H -6.4046 -0.9340 5.6972  0.34
H 0.0422 3.5838 -2.3908  0.37
H 2.9950 -1.6121 2.8634  0.32
H 3.2667 5.8891 -6.7591  0.35
H 4.7154 5.8686 -3.9187  0.40
H 3.7472 3.9518 -2.7153  0.17
H -1.5342 1.8908 5.8420  0.22
H 4.7277 -4.0993 -0.3598  0.32
H 1.4653 -2.4452 3.1104  0.42
H -6.0715 0.5303 -4.4700  0.35
H 0.5970 1.8247 5.9729  0.21
H -3.1049 -3.5587 -0.9259  0.26
H 3.0978 6.3494 -4.4665  0.41
H 4.5314 -4.1407 -2.1269  0.24
H 1.0344 -4.4992 1.7238  0.38
H -3.0566 0.5009 -5.5242  0.37
H -0.6517 -1.4023 -1.9576  0.38
H 2.3960 0.3561 -4.4533  0.26
H -3.4157 -2.1782 7.6883  0.39
H -3.7854 -2.0766 -1.5991  0.21
H -1.4987 1.1855 -3.8136  0.09
H 1.9108 0.9867 5.1555  0.35
H 0.8920 -3.3975 0.3535  -0.19
H 4.4880 -5.6496 -1.1908  0.35
H 3.4039 1.5300 -3.5812  0.35
H 1.4204 -5.7039 -0.3275  0.40
H -0.7780 1.0628 -1.4268  -0.15
H -2.3405 -2.7971 -2.3425  0.32
H -0.2731 -0.9646 -0.2929  -1.34
H 1.3717 -1.2210 -0.9072  -0.02
H -1.7593 -0.5586 -3.7130  0.22
H -2.2466 -1.1795 6.7853  -0.06
H -6.1809 -1.1056 -3.7853  0.24
H 3.2830 4.1546 -7.1387  0.25
H 1.1161 1.8454 -1.0765  0.35
H 3.2647 -2.8457 0.8392  0.21

=====

Below is 2 unconnected molecules or ions with the total composition C5H10NO2, with properties calculated with wB97M-V/def2-TZVPD.

Summary:
**Charge**: -1
**LUMO level**: 3.500 eV
**Energy**: -10928.3880 eV
**HOMO-LUMO gap**: 6.87 eV

Last column: Mulliken charge in e.
Cartesian coordinates (Å):
O 3.6528 -2.3058 0.9880  -0.31
O 4.5385 1.0472 -0.7995  -0.56
N 4.2970 -0.0413 -0.1739  -0.39
C 3.1068 -0.1490 0.4281  0.25
C -0.8198 0.0698 -0.4975  0.08
C -0.8118 1.3146 0.3720  -1.19
C -2.0485 -0.0706 -1.2996  -1.25
C 2.6763 -1.3424 1.0426  -0.62
H 2.3349 0.6595 0.4459  0.29
H -1.1591 2.2463 -0.2353  0.23
H 4.5238 -1.8642 0.7133  0.35
H 0.2632 0.1594 -0.9425  0.16
H -2.2833 -1.1079 -1.6839  0.30
H -0.6417 -0.8185 0.0894  0.30
H -1.8806 0.6526 -2.1231  0.29
H -1.6014 1.4469 1.1176  0.35
H -2.8923 0.2207 -0.8180  0.37
H 0.1234 1.4477 0.8899  0.36

=====

Below is a gas-phase ion, C5H4Cl2N (charge -1), with properties calculated with wB97M-V/def2-TZVPD.

Summary:
**Charge**: -1
**LUMO level**: 3.505 eV
**Energy**: -31783.5721 eV
**HOMO-LUMO gap**: 6.68 eV

Last column: Mulliken charge in e.
Cartesian coordinates (Å):
Cl -2.1501 1.7289 0.9424  -0.27
Cl 0.6962 2.8125 0.0752  -0.29
N 1.0088 0.4086 -1.1337  -0.74
C 0.1411 1.1480 -0.3903  0.33
C 1.8031 -0.3233 -0.3708  0.08
C -1.5627 -0.6380 -0.3872  -1.15
C 2.5491 -1.0008 0.3154  -0.58
C -1.0668 0.7241 -0.0159  0.23
H 3.0799 -1.5154 1.0763  0.44
H -1.2079 -1.3687 0.3486  0.23
H -2.6532 -0.6742 -0.3747  0.39
H -1.1644 -0.9434 -1.3515  0.33

=====

Below is a molecular structure, C3H4N2OS2, with properties calculated with wB97M-V/def2-TZVPD.

Summary:
**Charge**: 0
**LUMO level (alpha / beta)**: -2.270 / -2.273 eV
**Energy**: -29870.8343 eV
**HOMO-LUMO gap (alpha / beta)**: 5.76 / 5.75 eV

Last column: Mulliken charge in e.
Cartesian coordinates (Å):
S 0.6217 2.7614 -2.8658  -0.07
S -0.6039 2.3689 -1.3993  0.09
O 0.7227 1.2133 0.0524  -0.65
N -0.9067 -1.1862 1.8994  -0.72
N -0.6882 0.0771 1.5926  0.23
C 0.1751 0.1327 0.4503  0.45
C 0.3159 -1.2053 0.0730  -0.41
C -0.3814 -1.9425 0.9612  -0.29
H 0.8931 -1.7081 -0.7139  0.32
H 0.9778 1.5469 -3.3023  0.18
H -0.5295 -2.9296 1.0462  0.56
H -0.5966 0.8715 2.2061  0.31

=====

Below is a molecular structure, C24H56GeN3O7PS2Si3Ti, with properties calculated with wB97M-V/def2-TZVPD.

Summary:
**Multiplicity**: 2
**Charge**: -1
**LUMO level (alpha / beta)**: 2.244 / 1.747 eV
**Energy**: -178834.0984 eV
**HOMO-LUMO gap (alpha / beta)**: 6.20 / 6.70 eV

Last column: Mulliken spin population.
Cartesian coordinates (Å):
Ge 1.6554 0.3368 1.4256  -0.01
Ti 0.6991 0.3687 -1.0970  0.09
S -0.5011 -1.5255 -0.3394  0.31
S -3.6260 -0.5994 -3.3171  0.38
P -2.3960 -1.3482 -1.5179  0.14
Si 0.0213 1.2381 2.9205  0.00
Si 3.6211 1.5395 2.0741  0.01
Si 2.0903 -1.8584 2.2708  -0.02
O 0.3671 -0.1006 -2.9862  -0.01
O -0.6725 1.6259 -0.5754  0.01
O 0.7268 -1.7035 -4.5059  0.00
O -2.6455 -2.9089 -1.8238  0.01
O 4.2939 0.0608 -3.0577  0.00
O -0.3405 3.8176 -0.8047  0.00
O -3.4203 -1.0512 -0.3364  0.02
N -2.2261 2.6690 -3.0444  0.00
N 2.4899 -0.4415 -1.7076  -0.01
N 1.9024 2.1533 -1.7172  0.00
C 0.5333 -2.7703 2.8439  0.01
C -2.8781 -4.1421 -3.8628  0.00
C 3.8270 1.7107 3.9509  0.00
C 3.4434 0.3610 -2.2289  0.00
C -2.4146 2.8331 -1.5898  0.02
C 1.0169 -1.1514 -3.4702  0.00
C 5.1900 0.6998 1.4242  0.00
C -3.1543 4.1719 -1.4414  0.00
C -0.8916 -4.4822 -2.3447  0.00
C -1.8838 -3.4954 -2.9249  0.02
C 0.3085 0.7583 4.7308  0.00
C 0.0443 3.1287 2.8765  0.00
C -3.2931 -2.9097 1.2594  0.00
C 3.3261 1.7862 -1.6976  0.00
C 3.1977 -1.8619 3.8145  0.00
C 3.6125 3.3564 1.4848  0.00
C -2.3368 3.9838 -3.6672  0.00
C -1.0469 2.8262 -0.9144  0.00
C -4.1862 -1.9411 0.5098  0.01
C -5.2930 -2.6158 -0.2819  0.00
C -3.4880 4.5946 -2.8781  0.00
C 2.1580 -1.5797 -2.5469  -0.01
C -1.7302 0.6532 2.4828  0.01
C 2.9825 -2.9148 0.9753  0.02
H -0.2065 -3.9790 -1.6647  0.01
H 0.9804 3.5069 3.2978  0.00
H 5.1143 0.4181 0.3722  0.00
H -2.0913 -0.0503 3.2402  0.00
H 3.9507 2.4585 -2.2854  0.00
H 1.6657 2.9684 -1.1545  0.00
H 2.9928 -2.4314 -0.0017  0.00
H -4.8985 -3.4123 -0.9108  0.00
H -3.1213 0.6414 -3.2743  -0.03
H -2.5190 -2.3725 1.8058  0.00
H -2.9893 1.9865 -1.2088  0.00
H 3.0110 -1.9087 -3.1388  0.00
H 4.1880 -1.4406 3.6334  0.00
H -0.5035 1.1496 5.3518  0.00
H -0.0468 3.5184 1.8611  0.00
H 3.3310 -2.9051 4.1213  0.00
H -1.7771 0.1609 1.5130  0.00
H 2.7474 -1.3250 4.6519  0.00
H -4.6355 -1.2490 1.2255  0.00
H 3.6590 1.7990 -0.6625  0.00
H -2.8142 -3.6105 0.5757  0.00
H -2.4772 4.8994 -0.9929  0.00
H -2.5517 3.8792 -4.7321  0.00
H -3.5611 5.6759 -2.9950  0.00
H 1.2486 1.1582 5.1165  0.00
H -4.0322 4.0812 -0.8034  0.00
H 1.6076 2.3436 -2.6711  0.00
H 3.6240 0.8016 4.5163  0.00
H -4.4261 4.1452 -3.2085  0.00
H -2.3597 -4.5722 -4.7213  0.00
H -1.4311 4.5958 -3.5509  0.00
H -0.7764 3.5349 3.4755  0.00
H -0.0991 -3.0893 2.0171  -0.01
H 3.1627 2.4950 4.3230  0.00
H -1.3868 2.1580 -3.2886  0.00
H 2.5997 3.7524 1.3869  0.00
H 4.1338 3.5195 0.5396  0.00
H 6.0648 1.3454 1.5452  0.00
H -6.0246 -3.0416 0.4082  0.00
H -1.3508 -2.6939 -3.4456  0.01
H -3.8962 -3.4769 1.9724  0.00
H -0.3147 -4.9470 -3.1458  0.00
H 2.5071 -3.8931 0.8681  0.00
H -1.4189 -5.2636 -1.7917  0.00
H -2.4253 1.4981 2.4649  0.00
H 4.0225 -3.0797 1.2705  0.00
H -3.4156 -4.9422 -3.3479  0.00
H 5.3789 -0.2210 1.9821  0.00
H 0.8434 -3.6570 3.4078  0.00
H -0.0755 -2.1506 3.5068  0.00
H -5.7951 -1.8861 -0.9170  0.00
H -3.5963 -3.4085 -4.2250  0.00
H 0.3286 -0.3257 4.8615  0.00
H 4.1293 3.9598 2.2379  0.00
H 4.8543 2.0219 4.1670  0.00
H 1.7894 -2.4120 -1.9433  0.01

=====

no.,strongest force on any atom (eV Å⁻¹)
1,3.765
2,1.630
3,4.221
4,0.664
5,3.709
6,0.802